(1)
{"formula": "C12H14BF5N6Pt", "method": "ωB97M-V with the def2-TZVPD basis set", "spin_multiplicity": 3, "total_charge": 0, "homo_lumo_gap_ev": [8.77, 8.53], "elements": ["Pt", "F", "F", "F", "F", "F", "N", "N", "N", "N", "N", "N", "C", "C", "C", "C", "C", "C", "C", "C", "C", "C", "C", "C", "B", "H", "H", "H", "H", "H", "H", "H", "H", "H", "H", "H", "H", "H", "H"], "xyz": [[-0.085, 0.208, -0.134], [-0.543, -2.452, 3.362], [0.774, -2.811, 1.668], [-1.405, -2.716, 1.366], [-1.357, -0.086, 2.463], [0.840, -0.271, 2.611], [0.521, -0.905, -1.669], [-0.001, -1.017, -2.932], [-1.903, -0.100, -0.890], [-2.243, -0.187, -2.219], [-0.600, 1.292, -3.271], [-0.052, 1.735, -2.089], [0.240, 2.936, 2.555], [0.384, 2.980, -2.308], [-3.025, -0.224, -0.137], [1.675, -2.456, -2.760], [-3.579, -0.311, -2.305], [0.108, 3.352, -3.645], [-0.361, -2.176, 2.044], [1.527, -1.799, -1.541], [-4.105, -0.353, -1.015], [-0.513, 2.251, -4.221], [-0.232, -0.614, 1.814], [0.717, -1.927, -3.615], [-1.198, -0.139, -3.358], [-1.649, -0.403, -4.431], [-2.957, -0.215, 0.936], [0.854, 3.555, -1.510], [-0.785, 2.555, 2.651], [2.000, -1.884, -0.580], [0.714, 2.992, 3.545], [0.314, 4.287, -4.134], [0.481, -2.104, -4.660], [0.789, 2.225, 1.916], [0.241, 3.929, 2.084], [-4.045, -0.358, -3.279], [2.391, -3.230, -2.971], [-5.127, -0.475, -0.727], [-0.895, 2.049, -5.213]], "forces_ev_per_a": [[0.932, 1.983, 1.836], [0.029, 0.190, -0.909], [-0.648, 0.370, -0.062], [0.746, 0.460, 0.334], [0.482, -0.255, -0.259], [-0.246, -0.019, -0.178], [1.479, -2.567, -1.695], [0.649, -0.536, 0.867], [-3.238, -0.610, -0.401], [-0.593, -0.201, 1.264], [0.268, 0.896, 0.162], [-0.167, 0.020, -0.524], [0.000, -0.141, -0.182], [-0.460, -0.387, -0.618], [0.623, 0.113, -2.216], [0.392, -0.302, -0.143], [0.252, -0.127, 0.642], [-0.041, -0.139, 0.047], [-0.028, 0.202, 0.266], [-1.316, 0.766, -1.079], [0.072, 0.038, -0.063], [0.301, -0.150, 1.118], [-0.035, -0.556, 0.008], [-0.224, 0.129, 0.396], [0.817, 1.017, 1.085], [0.021, -0.033, 0.051], [-0.068, 0.037, -0.007], [-0.177, -0.266, -0.309], [0.271, 0.248, 0.050], [0.236, -0.152, -0.068], [-0.155, -0.072, -0.363], [0.082, 0.049, 0.069], [0.126, -0.127, 0.367], [-0.058, 0.335, 0.290], [-0.056, -0.312, 0.163], [-0.047, -0.088, 0.154], [0.019, -0.001, -0.149], [-0.317, 0.006, -0.067], [0.078, 0.184, 0.121]]}

---

(2)
{"formula": "C12H14BrNO6Se2V", "method": "ωB97M-V with the def2-TZVPD basis set", "spin_multiplicity": 4, "total_charge": -2, "homo_lumo_gap_ev": [4.04, 5.33], "elements": ["Br", "Se", "Se", "V", "O", "O", "O", "O", "O", "O", "N", "C", "C", "C", "C", "C", "C", "C", "C", "C", "C", "C", "C", "H", "H", "H", "H", "H", "H", "H", "H", "H", "H", "H", "H", "H", "H"], "xyz": [[3.015, -2.193, -1.950], [-0.631, -0.554, -0.502], [1.401, 2.880, -0.516], [1.781, 0.538, -1.007], [-3.555, 3.339, -0.750], [2.667, -1.186, 2.375], [3.327, 1.072, -2.176], [2.348, -0.344, 0.333], [0.284, 1.519, 1.811], [1.311, 0.836, -2.744], [2.485, 1.197, -3.159], [-1.523, 2.249, 0.220], [0.431, -4.531, 1.161], [1.116, -3.416, 1.574], [-1.006, 1.995, 1.661], [1.184, -4.160, -1.085], [2.338, -1.304, 1.184], [-0.576, 3.108, -0.634], [1.823, -2.602, 0.670], [-2.828, 3.062, 0.427], [-1.917, 0.956, -0.499], [0.432, -4.898, -0.184], [1.863, -3.037, -0.663], [-2.823, 0.541, -0.046], [-3.519, 2.500, 1.065], [0.365, 0.662, 1.353], [1.117, -3.109, 2.610], [-2.124, 1.167, -1.552], [-0.799, 2.956, -1.698], [-0.120, -5.124, 1.879], [-1.014, 2.960, 2.186], [-1.731, 1.316, 2.152], [1.254, -4.460, -2.120], [-0.153, -5.744, -0.522], [-2.582, 4.007, 0.942], [-2.921, 3.635, -1.414], [-0.718, 4.166, -0.382]], "forces_ev_per_a": [[-0.338, -0.323, 0.180], [-0.135, 0.029, 0.226], [-0.259, 1.281, 0.057], [-2.537, 3.242, -2.779], [-0.200, 0.185, -0.524], [-0.277, -0.406, -0.930], [0.430, -0.292, 0.677], [2.478, -3.744, 4.872], [0.182, -0.440, 0.630], [-0.934, -0.465, -1.663], [0.829, 0.638, -2.195], [-0.159, 0.017, 0.105], [-0.205, -0.463, -0.301], [0.454, 0.595, -0.187], [-0.423, 0.110, -0.170], [-0.230, -0.378, -0.053], [0.722, 0.800, 1.360], [0.449, -0.021, 0.053], [-0.635, -0.979, -0.398], [0.367, -0.087, 0.479], [0.217, -0.387, -0.161], [0.112, 0.266, 0.227], [0.697, 0.470, 0.343], [0.005, 0.135, -0.048], [0.078, -0.012, 0.033], [-0.203, 0.135, -0.034], [-0.028, 0.086, 0.019], [-0.118, 0.068, 0.159], [-0.081, 0.087, 0.142], [-0.056, 0.022, 0.028], [-0.135, -0.051, 0.065], [-0.050, 0.195, -0.042], [-0.052, 0.029, -0.066], [0.049, -0.082, -0.039], [0.014, -0.136, -0.030], [0.039, -0.070, 0.043], [-0.068, -0.052, -0.078]]}

---

(3)
{"formula": "C12H14ClIMoN2O4", "method": "ωB97M-V with the def2-TZVPD basis set", "spin_multiplicity": 3, "e_above_lowest_ev": 0.000, "total_charge": 2, "homo_lumo_gap_ev": [5.64, 7.14], "elements": ["I", "Mo", "Cl", "O", "O", "O", "O", "N", "N", "C", "C", "C", "C", "C", "C", "C", "C", "C", "C", "C", "C", "H", "H", "H", "H", "H", "H", "H", "H", "H", "H", "H", "H", "H", "H"], "xyz": [[1.111, -1.780, 0.874], [-0.416, 0.354, 0.707], [-2.920, 0.721, 2.233], [-2.607, -0.294, 1.135], [-3.312, 0.046, 3.423], [-3.889, 1.662, 1.780], [-1.570, 1.423, 2.448], [1.181, 1.703, 0.063], [-0.522, 0.522, -1.458], [-0.574, 0.709, -4.250], [2.113, 2.186, 0.931], [3.205, 2.921, 0.495], [-1.513, -0.065, -3.560], [2.421, 2.728, -1.751], [0.367, 1.417, -3.521], [0.379, 1.318, -2.124], [-0.294, -3.823, 3.361], [-1.488, -0.123, -2.174], [1.347, 1.968, -1.271], [-1.040, -4.640, 2.285], [3.381, 3.211, -0.863], [-0.695, -4.087, 4.348], [-2.221, -0.677, -1.571], [-0.813, -4.319, 1.266], [4.237, 3.791, -1.200], [3.925, 3.257, 1.244], [-0.743, -5.691, 2.388], [1.932, 1.928, 1.979], [2.514, 2.904, -2.819], [-2.261, -0.641, -4.099], [0.770, -4.074, 3.368], [-2.121, -4.598, 2.449], [-0.602, 0.748, -5.337], [-0.396, -2.742, 3.231], [1.116, 2.039, -4.009]], "forces_ev_per_a": [[-0.884, 1.076, 0.035], [-1.078, 0.561, -0.387], [-2.535, 0.206, 1.543], [1.849, 0.759, -0.087], [0.938, 0.565, -1.416], [1.457, -0.944, 0.060], [1.012, -1.300, -1.971], [0.686, 0.092, 0.142], [-0.303, 0.183, -0.005], [-0.418, -0.351, 0.333], [-0.573, -0.313, -0.370], [0.236, 0.138, 0.319], [-0.105, -0.080, 0.063], [-0.361, -0.298, 0.167], [0.254, 0.173, 0.784], [-0.891, -0.838, -0.711], [-0.214, -0.634, -0.180], [0.317, 0.068, 0.438], [0.896, 0.318, 0.873], [0.150, -0.066, 0.574], [-0.545, -0.307, 0.583], [0.192, 0.254, -0.177], [0.320, 0.141, -0.493], [-0.046, -0.058, 0.022], [-0.190, -0.137, 0.009], [-0.214, -0.055, -0.287], [-0.116, 0.234, -0.176], [0.304, 0.279, -0.294], [0.021, 0.022, 0.274], [0.079, 0.179, 0.145], [0.003, 0.079, 0.028], [0.167, 0.085, -0.170], [0.075, 0.040, 0.203], [-0.160, 0.125, 0.084], [-0.324, -0.198, 0.043]]}

---

(4)
{"formula": "C12H14ClN3O2S", "method": "ωB97M-V with the def2-TZVPD basis set", "e_above_lowest_ev": 11.412, "total_charge": 0, "homo_lumo_gap_ev": 8.78, "smiles": "C=CCNC(=S)NNC(=O)COc1cccc(Cl)c1", "elements": ["Cl", "S", "O", "O", "N", "N", "N", "C", "C", "C", "C", "C", "C", "C", "C", "C", "C", "C", "C", "H", "H", "H", "H", "H", "H", "H", "H", "H", "H", "H", "H", "H", "H"], "xyz": [[2.235, 5.030, 3.586], [-1.966, -3.435, -1.484], [0.533, 0.453, 2.819], [1.373, -0.352, 0.137], [-0.290, -1.437, -1.602], [-0.494, -1.298, -0.288], [0.033, -3.249, -3.288], [-1.358, -3.708, -5.331], [-0.560, -4.408, -4.142], [1.190, 2.697, 2.960], [-0.320, -0.570, 2.152], [1.283, 4.034, 2.467], [0.554, 1.817, 2.076], [-0.473, -2.731, -2.299], [-2.713, -3.786, -5.417], [0.370, -0.700, 0.596], [-0.070, 3.560, 0.803], [-0.341, 2.176, 1.225], [0.509, 4.548, 1.567], [-0.336, -1.367, 2.615], [-0.890, 4.013, 0.147], [-1.152, -0.416, 2.011], [1.842, 2.066, 3.814], [-0.990, 1.539, 0.679], [-1.446, -1.907, -0.078], [-3.024, -3.290, -6.213], [0.732, -2.752, -3.525], [0.780, 5.498, 1.280], [0.220, -4.799, -4.555], [-0.716, -3.052, -5.819], [0.804, -1.197, -1.870], [-1.263, -4.762, -3.478], [-3.225, -4.436, -4.718]], "forces_ev_per_a": [[-0.023, 0.373, -0.499], [1.707, 0.080, -1.349], [-1.802, 0.622, -2.685], [5.289, 2.497, -0.232], [6.776, -0.888, -6.355], [-5.136, -2.376, 3.133], [-3.073, -4.898, -2.183], [-1.489, -1.806, 3.582], [-3.886, 7.078, 0.000], [2.884, -1.227, -0.716], [17.601, 5.921, -4.205], [3.290, -3.447, 7.983], [1.472, -4.573, 8.115], [-8.588, 1.562, 9.778], [4.902, -1.974, 2.813], [-5.358, -3.002, 1.300], [-5.904, -0.024, -1.003], [-0.307, 4.350, -4.684], [-0.216, -1.438, -3.369], [1.242, -7.997, 4.794], [1.424, -1.006, 0.067], [-15.262, 4.426, -2.581], [-1.806, 2.619, -2.276], [-0.511, -0.266, -0.410], [2.667, 1.648, -0.381], [-2.656, 2.042, -3.166], [6.947, 3.676, -3.561], [-0.569, 2.258, -0.946], [4.484, -3.576, -1.722], [0.550, 1.056, -1.622], [-3.271, 0.124, 1.444], [-0.948, -2.111, 1.307], [-0.429, 0.277, -0.372]]}

---

(5)
{"formula": "C12H14CuO8", "method": "ωB97M-V with the def2-TZVPD basis set", "spin_multiplicity": 2, "total_charge": 2, "homo_lumo_gap_ev": [2.73, 1.47], "elements": ["Cu", "O", "O", "O", "O", "O", "O", "O", "O", "C", "C", "C", "C", "C", "C", "C", "C", "C", "C", "C", "C", "H", "H", "H", "H", "H", "H", "H", "H", "H", "H", "H", "H", "H", "H"], "xyz": [[-8.865, -2.163, -2.454], [5.432, -0.590, 0.514], [7.236, 2.545, -0.754], [3.618, -2.084, -0.289], [-1.852, -0.626, -0.354], [-2.745, -0.803, 1.917], [1.353, -1.390, -0.322], [-1.122, -1.636, 0.102], [0.265, -0.427, 1.726], [-2.968, -0.532, 0.601], [2.647, -1.172, 0.367], [-4.510, -0.060, 0.237], [-4.971, 1.413, 0.882], [-5.570, -0.953, -0.656], [5.564, 0.827, 0.148], [-7.573, 1.060, -0.249], [-6.505, 1.970, 0.632], [4.891, -1.409, -0.581], [-7.122, -0.394, -0.918], [7.158, 1.182, -0.148], [0.208, -1.119, 0.561], [-7.906, -1.014, -1.533], [4.972, 1.157, -0.805], [2.900, -0.034, 0.242], [2.627, -1.511, 1.512], [5.689, -2.278, -0.768], [6.683, 3.136, -0.146], [5.207, 1.557, 1.021], [-5.278, -1.994, -1.106], [-8.665, 1.517, -0.356], [7.657, 0.429, -0.899], [7.764, 1.212, 0.852], [4.781, -0.857, -1.609], [-6.810, 2.997, 1.114], [-4.186, 2.043, 1.520]], "forces_ev_per_a": [[-0.322, -0.369, -0.292], [-1.579, 0.675, -2.321], [-1.463, -0.890, 1.914], [-0.502, 2.841, 1.140], [-5.785, 2.509, 1.075], [-2.439, 1.803, -8.794], [-4.117, 0.252, 3.411], [5.287, -2.115, 0.944], [-0.534, -4.823, -8.200], [1.620, -0.719, 6.029], [1.914, -0.307, 1.043], [-1.318, 1.700, -0.023], [-3.408, -1.157, -1.621], [-3.028, 2.555, 0.505], [1.290, 1.507, -0.169], [2.910, -0.710, 0.631], [2.610, -3.838, -1.060], [1.585, -1.060, -1.046], [4.368, 2.392, 3.094], [-0.260, 0.402, 0.248], [2.827, 3.776, 4.964], [1.607, 1.334, 1.246], [0.960, -0.964, 1.625], [-0.323, -2.304, 0.261], [-0.435, 0.995, -2.643], [-2.071, 1.718, 0.584], [1.284, -1.116, -1.253], [0.660, -1.907, -1.566], [-0.389, 2.274, 1.060], [2.540, -1.286, 0.112], [-1.153, 1.558, 1.482], [-1.178, -0.391, -1.817], [0.176, -0.455, 2.155], [0.533, -2.273, -1.175], [-1.868, -1.607, -1.543]]}

---

(6)
{"formula": "C12H14F9Na2O18S3", "method": "ωB97M-V with the def2-TZVPD basis set", "total_charge": -1, "homo_lumo_gap_ev": 7.53, "elements": ["S", "S", "S", "Na", "Na", "F", "F", "F", "F", "F", "F", "F", "F", "F", "O", "O", "O", "O", "O", "O", "O", "O", "O", "O", "O", "O", "O", "O", "O", "O", "O", "O", "C", "C", "C", "C", "C", "C", "C", "C", "C", "C", "C", "C", "H", "H", "H", "H", "H", "H", "H", "H", "H", "H", "H", "H", "H", "H"], "xyz": [[-13.354, -14.179, 8.298], [-14.817, -9.918, 7.843], [-10.197, -13.871, 5.503], [-11.852, -16.360, 6.371], [-13.209, -12.168, 5.637], [-7.785, -14.748, 4.817], [-17.093, -10.712, 9.023], [-14.562, -13.168, 10.563], [-15.288, -15.109, 9.847], [-9.498, -15.708, 3.663], [-17.368, -9.672, 7.135], [-16.855, -8.478, 8.939], [-15.907, -13.206, 8.812], [-8.795, -13.589, 3.266], [-20.445, -14.165, 13.257], [-12.753, -15.467, 8.556], [-16.490, -16.485, 12.240], [-8.926, -13.837, 10.396], [-14.893, -18.132, 11.763], [-14.752, -11.142, 7.010], [-12.440, -13.095, 8.652], [-9.981, -12.386, 5.525], [-20.136, -13.326, 11.158], [-7.942, -11.997, 10.714], [-16.849, -17.994, 10.546], [-13.891, -14.231, 6.962], [-10.143, -12.003, 11.157], [-14.302, -10.265, 9.146], [-11.589, -14.173, 5.069], [-14.163, -8.750, 7.194], [-9.858, -14.691, 6.636], [-18.424, -13.088, 12.501], [-17.898, -17.082, 10.527], [-9.128, -12.601, 10.792], [-10.075, -14.690, 10.256], [-18.139, -12.337, 11.334], [-8.963, -14.566, 4.154], [-16.742, -9.646, 8.282], [-19.810, -13.439, 12.458], [-7.698, -10.725, 11.392], [-19.221, -12.633, 10.365], [-15.938, -17.555, 11.481], [-14.965, -13.914, 9.485], [-17.807, -16.454, 11.960], [-17.903, -16.431, 9.653], [-7.938, -9.947, 10.668], [-10.873, -14.219, 9.682], [-18.758, -17.742, 10.409], [-6.707, -10.548, 11.809], [-10.392, -15.127, 11.204], [-19.742, -11.736, 10.029], [-8.322, -10.626, 12.280], [-17.863, -11.289, 11.452], [-18.922, -13.240, 9.510], [-9.805, -15.637, 9.788], [-18.369, -16.935, 12.761], [-18.037, -15.397, 11.827], [-17.238, -12.751, 10.883]], "forces_ev_per_a": [[0.789, 1.995, 1.374], [2.289, -0.331, 0.296], [-0.704, 2.934, -1.002], [-0.097, 1.162, 0.543], [0.068, -0.303, 0.808], [-0.990, -0.620, -1.380], [-0.685, 0.963, 0.047], [-1.025, -1.139, -1.083], [-1.761, -1.087, 0.706], [1.268, 0.745, -0.239], [-1.622, 0.459, -0.335], [-0.923, -0.967, -0.284], [0.267, -1.399, 1.014], [0.144, -1.237, -0.629], [2.466, 3.726, -2.404], [0.106, -1.869, 0.915], [3.849, -2.481, -1.075], [-0.521, -0.952, -0.165], [-2.902, 2.038, -1.171], [-1.018, 0.805, -0.843], [-1.416, -0.560, -0.729], [0.007, -3.406, 0.081], [-2.576, -0.687, 0.933], [2.301, 0.767, 0.771], [2.644, 0.537, 0.714], [-0.971, 0.867, -1.521], [1.618, -1.973, -0.593], [-0.484, 0.848, 0.532], [0.760, -0.290, -0.440], [-2.135, -1.344, 0.794], [0.408, -0.426, 0.590], [-2.569, 0.459, 1.402], [-2.146, -0.893, 0.992], [-1.793, 2.525, 0.978], [-0.440, -0.814, 0.056], [2.825, -0.212, -0.917], [-1.297, 1.888, 2.868], [4.635, -0.457, -0.653], [1.054, -4.188, 0.406], [-1.520, -0.127, -0.202], [-0.955, 1.030, -0.376], [1.884, -1.613, 2.045], [4.122, 2.698, -1.553], [-2.295, 1.677, -2.161], [0.542, 0.407, 0.301], [-0.001, 0.115, 0.248], [0.150, 0.057, 0.376], [-0.479, 0.420, 0.137], [0.461, -0.970, -0.787], [-0.313, 0.980, 0.512], [0.237, 0.025, -0.353], [-0.531, -0.089, -0.322], [-0.662, 0.054, 0.700], [-0.032, -0.036, 0.124], [0.727, 0.505, -0.772], [-0.387, -0.074, -0.327], [-0.676, -0.061, 0.580], [0.306, -0.082, 0.474]]}

---

The molar mass results, record by record, are as follows: 543.166, 557.013, 508.551, 299.783, 349.782, 759.389 g mol⁻¹.